[1]
Density functional theory data (ωB97M-V/def2-TZVPD) for C10H10N2 in the gas phase in a non-equilibrium geometry.

Element x y z (Å)
H (3.903, 0.317, -0.077)
C (2.893, -1.562, -0.276)
H (-3.361, -2.311, 0.621)
H (3.550, -2.325, -0.514)
C (0.845, -0.540, -0.108)
H (-3.041, 2.084, -0.744)
C (-2.603, 0.873, -0.448)
C (-3.337, -0.243, 0.026)
H (-4.368, -0.150, 0.064)
H (-0.847, -2.446, 0.445)
N (1.500, -1.734, -0.275)
C (-1.273, 0.828, -0.465)
C (-1.286, -1.473, 0.245)
C (1.581, 1.798, 0.476)
H (1.594, 2.509, -0.499)
C (-0.609, -0.344, -0.062)
H (0.804, 1.920, 1.084)
H (-0.500, 1.685, -0.901)
C (-2.762, -1.373, 0.368)
H (2.369, 2.205, 0.938)
C (3.081, -0.121, -0.024)
N (1.867, 0.402, 0.127)

Computed properties:
- SMILES = Cn1ccnc1-c1ccccc1
- HOMO level (eV) = -7.866
- frontier orbital gap (eV) = 8.6

Mulliken atomic charge list, values in e, 4 entries: 0.590 -0.490 0.282 0.463

=====

[2]
Density functional theory data (ωB97M-V/def2-TZVPD) for a molecular structure, C32H48CuN8OPSi.

Element x y z (Å)
N (0.426, 1.042, 0.017)
H (-2.768, -1.245, 0.377)
H (-0.939, 3.774, 0.290)
H (1.600, 0.399, -3.726)
C (2.137, -3.727, -4.118)
H (-1.214, -2.190, 4.432)
H (1.312, 3.332, -0.493)
C (-3.108, -2.282, 0.354)
H (4.685, 0.772, -0.793)
H (2.216, 5.504, 1.473)
N (1.163, -1.665, -2.545)
C (3.180, 0.439, -2.266)
H (0.466, -3.239, 3.159)
H (-3.382, 1.291, 2.868)
H (-4.126, -2.297, -0.049)
C (1.555, -1.477, 2.557)
H (-0.351, 4.972, 1.456)
C (2.357, 4.545, 0.954)
C (2.524, 3.433, 1.987)
H (-2.773, -5.384, 0.468)
H (3.261, 4.639, 0.343)
C (-4.130, 1.393, 0.164)
C (3.168, 3.201, -2.611)
C (3.066, -2.650, -3.630)
C (0.344, -2.887, -2.080)
Cu (0.040, -0.717, -0.572)
C (4.022, 2.618, -1.684)
Si (-1.953, -3.312, -0.744)
H (-1.162, -4.896, 1.025)
H (-2.970, 3.898, 1.362)
H (2.007, 0.559, 2.098)
H (-3.152, -2.644, 1.386)
C (-0.094, 4.038, 0.928)
H (3.349, 3.656, 2.674)
H (2.759, 2.503, 1.462)
H (1.027, 4.170, 3.345)
H (4.685, 3.236, -1.087)
C (0.301, -3.335, -5.639)
H (2.537, -4.258, -4.982)
H (0.978, 5.068, -0.638)
C (1.148, 4.251, 0.072)
H (-2.033, 2.397, 3.146)
C (2.301, 1.011, -3.177)
N (0.017, 0.479, 2.747)
H (-4.599, 1.313, -0.820)
H (1.824, 0.245, 3.833)
H (0.828, -4.774, -1.121)
N (0.854, -3.051, -4.485)
C (0.797, -2.298, 3.607)
H (-4.375, 0.475, 0.704)
H (4.124, -2.662, -3.850)
H (-5.558, 2.325, 1.496)
H (-3.011, -2.795, -2.927)
C (-2.620, 1.456, -0.011)
H (-4.997, 3.393, 0.222)
H (-2.259, 0.603, -0.587)
H (1.314, 2.438, 3.500)
N (-0.119, -3.599, -6.692)
C (-3.611, 3.181, 1.879)
H (2.613, -1.750, 2.531)
C (-0.947, -0.599, 3.009)
C (-2.733, 2.043, 2.389)
C (-4.672, 2.618, 0.923)
O (3.336, -0.901, -2.082)
C (1.226, 3.246, 2.776)
H (-2.290, -4.392, -2.968)
H (-3.852, -4.167, -2.156)
H (2.309, -5.613, -2.922)
H (-4.082, 3.712, 2.712)
C (-2.875, -3.709, -2.345)
H (3.143, 4.277, -2.737)
C (2.308, 2.389, -3.337)
C (2.510, -1.767, -2.791)
C (0.157, -2.274, -3.469)
H (1.609, 2.832, -4.037)
H (-2.354, 2.347, -0.601)
C (1.840, -4.636, -2.975)
H (-1.902, -0.166, 3.304)
H (-0.152, -0.894, 4.975)
H (1.451, -2.556, 4.447)
H (1.151, -1.672, 1.558)
N (0.077, 2.988, 1.928)
P (-0.267, 1.415, 1.322)
H (-1.346, -5.745, -0.515)
C (1.416, 0.015, 2.835)
C (-1.801, -4.998, 0.142)
C (-0.421, -1.510, 4.110)
H (-1.132, -1.202, 2.108)
N (-1.968, 1.453, 1.300)
C (4.027, 1.245, -1.511)
N (-0.487, -2.524, -0.983)
C (1.039, -4.173, -1.999)

Computed properties:
- net charge = -2
- HOMO level (eV) = -0.684
- frontier orbital gap (eV) = 5.2

Mulliken atomic charge list, values in e, 4 entries: -0.776 -0.493 0.125 0.378

=====

[3]
Density functional theory data (ωB97M-V/def2-TZVPD) for 2 unconnected molecules or ions with the total composition C12H23IN3O7PS in a non-equilibrium geometry.

Element x y z (Å)
N (4.612, 2.932, 0.885)
H (0.976, 5.069, -1.086)
C (1.576, 0.801, -2.055)
H (0.715, -0.165, -0.263)
H (2.028, -3.305, -0.327)
C (-2.406, 0.942, 1.181)
O (-4.035, -4.563, 1.946)
H (2.474, -1.271, -0.686)
H (1.709, 3.422, -1.335)
O (-2.700, -3.966, 0.195)
N (4.959, 1.775, 1.555)
O (2.651, -1.515, -1.623)
H (1.047, 1.417, -2.862)
N (1.799, -3.850, 0.513)
C (-2.126, -0.439, 0.348)
H (-1.128, 4.196, -0.823)
O (-1.407, 0.037, -0.814)
S (1.998, 4.409, 1.012)
C (3.281, 3.152, 1.349)
H (-3.749, -1.722, 1.165)
C (-3.334, -1.463, 0.117)
H (1.965, -3.279, 1.348)
H (-4.710, -4.893, -0.025)
H (-3.372, 1.513, 0.989)
C (-3.918, -4.499, 0.694)
I (-0.920, -1.553, 1.866)
O (2.825, 2.161, 2.283)
O (1.391, -1.121, -3.573)
H (-4.179, -0.959, -0.465)
C (3.926, 1.268, 2.390)
H (-0.581, 3.741, 0.858)
H (2.617, 1.300, -1.933)
C (-2.907, -2.804, -0.656)
C (-0.376, 3.517, -0.257)
H (-0.907, 1.993, -2.062)
C (0.887, 0.935, -0.586)
H (-3.688, -3.071, -1.444)
O (-1.134, 1.618, 1.131)
H (-1.880, -2.581, -1.138)
H (3.878, 0.370, 3.079)
H (-2.232, 2.254, -0.687)
H (2.387, -4.688, 0.547)
P (-0.869, 1.724, -0.624)
H (1.582, 1.380, 0.199)
H (-2.473, 0.587, 2.268)
C (1.086, 4.022, -0.600)
C (1.850, -0.702, -2.476)
H (0.810, -4.125, 0.481)

Computed properties:
- HOMO level (eV) = -7.776
- frontier orbital gap (eV) = 6.2

Mulliken atomic charge list, values in e, 4 entries: -0.322 0.362 -0.452 -0.198

=====

[4]
Density functional theory data (ωB97M-V/def2-TZVPD) for a molecular structure, C2H4N2S3 in a non-equilibrium geometry.

Element x y z (Å)
S (2.553, 0.837, 0.959)
C (-0.470, -1.016, 0.178)
C (-1.321, 0.084, 0.194)
S (-0.298, 1.490, -0.452)
N (0.685, -0.794, -0.476)
S (-3.006, 0.252, 0.592)
H (1.371, -1.603, -0.740)
H (3.567, 1.058, 0.178)
N (1.052, 0.447, -0.611)
H (-3.353, 1.234, -0.375)
H (-0.780, -1.988, 0.555)

Computed properties:
- HOMO level (spin up / spin down) (eV) = -7.206 / -7.234
- frontier orbital gap (spin up / spin down) (eV) = 6.8 / 6.8

Mulliken atomic charge list, values in e, 4 entries: -0.288 -0.371 0.232 0.073

=====

[5]
Density functional theory data (ωB97M-V/def2-TZVPD) for 2 unconnected molecules or ions with the total composition C5H11NS in a non-equilibrium geometry.

Element x y z (Å)
C (1.360, 0.056, 0.475)
N (-0.844, -0.064, -0.812)
H (-2.404, -0.751, 0.429)
H (0.693, 1.198, -1.131)
H (-0.846, -1.434, 0.869)
C (-0.433, 1.724, 0.684)
H (-1.326, 1.994, 0.132)
H (-0.637, 1.306, 1.636)
H (2.340, 0.347, 0.150)
H (0.389, 2.497, 0.855)
C (0.240, 0.730, -0.204)
C (0.101, -1.625, -2.543)
H (-1.685, -1.874, -0.656)
H (1.313, -0.944, 0.270)
C (-1.444, -1.034, 0.034)
H (1.249, 0.130, 1.575)
H (0.564, -1.208, -3.524)
S (-0.213, -3.106, -2.149)

Computed properties:
- HOMO level (spin up / spin down) (eV) = -7.757 / -8.670
- frontier orbital gap (spin up / spin down) (eV) = 7.4 / 8.5

Mulliken atomic charge list, values in e, 4 entries: -1.380 -0.454 0.346 0.262

=====

[6]
Density functional theory data (ωB97M-V/def2-TZVPD) for 30 unconnected molecules or ions with the total composition H60O30 in a non-equilibrium geometry.

Element x y z (Å)
H (0.748, 3.053, 2.900)
O (-0.590, 2.242, -1.101)
H (-0.497, 2.966, -0.482)
O (-0.739, 2.765, -4.758)
H (1.005, -5.122, 4.352)
H (2.856, -1.705, 4.091)
O (-2.796, -4.450, -0.957)
H (0.479, -1.963, -3.618)
O (-0.060, -1.300, -3.186)
H (-0.586, 3.686, -4.548)
O (4.120, 1.876, 2.317)
O (5.079, -1.384, 0.369)
H (0.105, 2.340, -4.604)
H (2.178, -0.910, -0.600)
H (-2.335, -2.151, 4.273)
O (2.999, -5.256, 1.747)
H (4.273, -1.656, 0.808)
H (2.567, 2.637, -4.781)
H (4.446, -0.429, -3.758)
H (-1.402, 2.071, 5.255)
H (-3.981, 1.881, 0.002)
H (3.100, 0.616, 1.630)
H (5.467, -2.199, 0.052)
H (-3.062, -0.507, -3.967)
O (-3.798, -4.045, 1.652)
H (-0.138, -4.181, 4.037)
H (2.173, -1.533, -1.980)
H (3.899, 2.892, -1.636)
H (4.642, 2.321, 1.650)
H (-0.654, 2.664, -1.957)
O (3.096, 3.404, -1.734)
O (-0.587, -2.478, 4.930)
H (2.642, -4.368, 1.771)
H (-1.605, 4.906, 1.031)
H (-4.279, -1.330, 2.806)
H (2.452, 1.296, -4.089)
H (-0.282, 0.542, -0.224)
H (-0.432, -0.816, 0.428)
H (-4.726, 2.725, -3.028)
O (0.564, 4.431, -3.161)
H (1.002, 5.223, -2.849)
H (-3.612, 1.945, -5.038)
O (0.062, 2.487, 3.254)
H (-0.281, -2.902, 5.732)
H (-2.947, -5.382, -1.119)
O (-5.178, -1.003, 2.810)
O (-2.781, -1.408, -3.808)
H (-3.338, -3.357, 2.132)
H (-1.163, -2.081, -1.565)
H (0.828, 4.070, 0.777)
H (2.334, 3.911, 0.758)
O (3.781, 0.244, -3.607)
H (2.397, 2.752, -1.767)
H (1.276, 3.821, -3.350)
O (-4.026, 3.284, -2.692)
H (-1.658, -3.223, -0.704)
H (-3.623, -4.843, 2.151)
O (1.983, 2.118, -4.229)
O (2.632, -0.218, 1.677)
H (-1.514, 2.290, 3.762)
H (-1.826, -1.357, -3.760)
O (1.663, -3.826, -0.154)
O (-0.910, 4.909, 0.373)
H (-3.230, 2.764, -2.806)
O (-3.811, 2.628, 0.577)
H (-3.442, -3.183, 4.299)
H (-0.798, 5.832, 0.146)
H (1.890, -0.110, 1.083)
H (-5.692, -1.710, 2.421)
O (-3.044, -2.513, 3.743)
O (2.327, -0.706, -1.524)
H (0.060, -1.793, 4.759)
H (-0.023, 1.782, 2.613)
H (0.801, -3.412, -0.207)
H (-2.202, 1.620, -4.592)
H (3.704, 2.584, 2.808)
O (-3.069, 1.230, -4.705)
O (-0.952, -2.581, -0.777)
H (1.836, -4.134, -1.043)
H (3.328, -0.041, -2.813)
O (0.099, -0.020, 0.451)
H (2.523, -5.687, 1.037)
O (0.340, -4.934, 3.690)
H (-2.903, 2.869, 0.396)
H (-3.244, -4.275, -0.130)
O (1.572, 3.837, 1.333)
O (1.948, -1.527, 3.845)
H (2.014, -0.971, 3.068)
O (-2.035, 2.083, 4.537)
H (0.560, -0.617, -2.928)

Computed properties:
- HOMO level (eV) = -10.113
- frontier orbital gap (eV) = 9.6

Mulliken atomic charge list, values in e, 4 entries: 0.284 -0.148 -0.050 -0.637

=====

[7]
Density functional theory data (ωB97M-V/def2-TZVPD) for a molecular structure, C35H36GeN5O5S2SbV in a non-equilibrium geometry.

Element x y z (Å)
C (0.688, 1.148, -4.093)
H (-2.163, -4.047, -1.512)
H (-1.592, -2.702, -2.496)
C (3.612, -3.006, 1.228)
O (2.611, 3.213, 2.713)
H (1.539, -0.961, -6.619)
V (1.887, -0.307, 0.627)
H (1.577, -0.348, 6.157)
H (1.724, -2.890, 3.240)
C (1.152, 4.005, -1.073)
C (-3.700, -1.202, 2.275)
C (-3.592, 1.075, -2.232)
H (-0.634, -3.270, -1.140)
C (-3.987, 1.639, -1.030)
H (0.739, 0.945, -7.974)
H (-0.948, 2.381, 0.239)
C (5.934, -2.408, 1.597)
O (-0.823, -0.246, 1.539)
N (6.997, -2.657, 1.966)
O (1.776, 2.110, 6.840)
C (-3.029, 2.122, -0.152)
H (-1.952, 0.559, -3.499)
H (-5.406, -3.186, -0.121)
H (-4.334, 0.675, -2.914)
C (1.430, -0.264, -1.299)
H (2.405, -2.927, 4.887)
H (-3.384, -1.906, -0.900)
H (-3.046, -0.340, 2.402)
N (1.803, -0.138, 5.196)
H (-5.453, 0.026, 1.909)
C (3.356, 4.925, -0.828)
H (-4.290, -4.243, -0.946)
Sb (-2.410, -2.744, 1.486)
C (-4.023, -4.221, 1.207)
H (-3.983, -1.543, 3.274)
C (1.987, 5.030, -0.650)
C (2.024, 2.284, 5.659)
C (3.046, 2.779, -1.856)
C (2.034, 1.137, 4.730)
C (-1.684, 2.050, -0.483)
H (-4.679, -0.562, 0.448)
C (3.871, -4.306, 1.778)
N (4.040, -5.356, 2.223)
C (1.665, -2.454, 4.242)
C (2.264, 0.989, 3.392)
C (-1.651, -3.082, -1.474)
H (-3.326, 2.538, 0.803)
H (-1.838, -1.139, -0.549)
C (0.246, 2.214, -4.875)
H (2.482, 3.372, 4.121)
H (0.669, -2.654, 4.639)
H (-3.540, -5.199, 1.250)
H (0.085, 4.100, -0.915)
C (1.894, -0.990, 4.142)
C (0.261, 2.147, -6.260)
O (2.286, 1.630, 1.167)
C (-2.364, -2.094, -0.562)
N (0.289, -0.240, 1.088)
H (-5.650, -1.653, 1.433)
C (-1.268, 1.502, -1.695)
H (-0.118, 3.113, -4.392)
C (2.415, 2.034, 2.351)
C (-4.935, -0.832, 1.472)
H (-5.037, 1.681, -0.766)
C (4.608, -2.071, 1.140)
S (1.973, -2.692, 0.685)
C (0.725, 1.001, -6.892)
C (3.885, 3.799, -1.440)
Ge (0.635, 1.263, -2.124)
H (-4.640, -4.148, 2.105)
H (4.012, 5.709, -0.468)
S (4.373, -0.485, 0.484)
H (1.331, -1.195, -1.864)
O (2.308, 3.459, 5.130)
H (4.956, 3.699, -1.560)
H (-5.646, -4.926, -0.064)
N (2.189, -0.330, 3.046)
C (1.667, 2.863, -1.675)
C (1.154, 0.010, -4.745)
H (1.513, -0.825, -4.160)
H (3.479, 1.882, -2.286)
C (-4.887, -4.139, -0.043)
H (-0.086, 2.987, -6.847)
C (-2.245, 1.006, -2.558)
H (1.570, 5.895, -0.147)
C (1.173, -0.066, -6.133)

Computed properties:
- ⟨S²⟩ = 1.17
- spin multiplicity = 2
- net charge = -2
- HOMO level (spin up / spin down) (eV) = -1.814 / -1.988
- frontier orbital gap (spin up / spin down) (eV) = 5.9 / 6.1

Mulliken atomic charge list, values in e, 4 entries: -0.326 0.388 0.304 0.129

=====

[8]
Density functional theory data (ωB97M-V/def2-TZVPD) for C4H8N2 in the gas phase in a non-equilibrium geometry.

Element x y z (Å)
H (1.473, -1.546, 0.453)
N (0.449, 0.169, -0.293)
H (-0.646, 1.929, -0.714)
C (0.883, -0.707, 0.834)
H (-0.492, 0.029, -2.161)
N (-1.897, 1.097, 2.107)
H (1.462, -0.105, 1.533)
H (0.374, -1.461, -1.670)
C (-0.244, 1.427, 0.162)
C (-0.261, -0.636, -1.329)
H (-0.007, -1.084, 1.344)
H (1.279, 0.563, -0.722)
H (-1.187, -1.018, -0.895)
C (-1.170, 1.222, 1.198)

Computed properties:
- HOMO level (eV) = -7.249
- frontier orbital gap (eV) = 7.6

Mulliken atomic charge list, values in e, 4 entries: 0.339 0.027 0.231 -1.023